12
Properties=species:S:1:pos:R:3 method="wB97M-V/def2-TZVPD" lumo_ev=0.898 fmax_ev_per_a=0.7 spin_multiplicity=1 relative_energy_ev=2.105 smiles="C=C=O.CN" energy_ev=-6760.646
C 0.87274 -0.38543 -1.11851
C -0.81272 1.35473 1.03078
C -0.24077 0.23324 1.44944
O 0.32162 -0.53661 2.14272
N -0.29793 -0.89945 -0.41131
H 0.68788 0.66346 -1.36312
H 1.72597 -0.42651 -0.43483
H 1.11852 -0.93995 -2.03192
H -1.26950 1.44990 0.05864
H -0.80627 2.19191 1.71575
H -1.13943 -0.86349 -0.97410
H -0.16011 -1.84180 -0.06356